1.
This record from the OMol25 dataset describes a molecular structure, C10H13F2NO7P2S3Sr at a distorted geometry. The level of theory is ωB97M-V with the def2-TZVPD basis set.

Atoms and positions in Å:
Sr: -0.46481 1.30989 1.87688
O: -1.38361 -2.39814 2.62482
P: -0.41626 -1.45385 3.59674
O: 0.37977 -2.37536 4.43809
O: 0.30674 -0.51820 2.64514
O: -1.52663 -0.65960 4.41672
P: -2.41073 0.76512 3.75305
O: -2.34687 0.21429 2.21216
O: -1.12732 1.75087 3.90798
O: -2.09038 2.56326 3.11956
H: -0.78393 -3.11015 2.35013
H: -1.58436 -0.37755 2.30109
S: -1.53573 2.47939 -1.24252
C: -0.10840 1.76259 -1.73066
N: 0.70446 1.03309 -1.01619
C: 1.79378 0.58170 -1.71016
C: 2.81992 -0.20766 -1.18951
C: 3.87416 -0.58363 -2.00434
C: 3.92903 -0.19240 -3.34143
C: 2.91281 0.58525 -3.88330
C: 1.85602 0.96104 -3.06991
S: 0.46185 1.93005 -3.44701
H: 2.76353 -0.49767 -0.14746
H: 4.67265 -1.18918 -1.59112
H: 4.77280 -0.48837 -3.95419
H: 2.93936 0.89952 -4.92017
C: -2.94511 -2.98161 -0.30327
S: -1.73344 -1.66621 -0.60063
C: -2.28722 -1.10040 -2.23045
H: -3.94729 -2.61990 -0.53287
H: -2.87885 -3.21635 0.75711
H: -2.71740 -3.86374 -0.90286
H: -1.90853 -1.75260 -3.01746
H: -1.89795 -0.09049 -2.35192
H: -3.37618 -1.06774 -2.25268
F: 1.61889 4.06863 0.63386
C: 1.01486 3.56533 1.83884
F: 2.15740 3.47316 2.73769
H: 0.49299 4.46762 2.23024

Results
HOMO in eV: -1.067
Gap between HOMO and LUMO in eV: 5.37
Net charge: -2



2.
This record from the OMol25 dataset describes 2 unconnected molecules or ions with the total composition C10H13F5I3NO4P2S at a distorted geometry. The level of theory is ωB97M-V with the def2-TZVPD basis set.

Atoms and positions in Å:
O: 2.70322 -3.13798 0.36002
P: 4.10192 -2.13310 -0.07475
I: 5.47901 -1.78866 1.96313
N: 3.33806 -0.58172 -0.61056
C: 2.63890 -0.67616 -1.79150
I: 2.26659 -2.38766 -3.12287
S: 1.98559 1.06142 -2.04038
C: 2.40421 1.88139 -0.41016
C: 1.21755 2.30830 0.63634
C: 0.22097 1.05678 1.07127
C: -1.32628 1.47291 0.71712
C: -2.33359 0.21380 0.42018
F: -1.66842 -1.03948 -0.00244
F: -3.17413 -0.00406 1.62893
C: -3.32085 0.66563 -0.84655
F: -2.58801 0.83967 -2.12346
F: -4.32152 -0.42068 -1.02778
F: -4.02681 1.92559 -0.47851
P: 3.22359 3.51800 -0.95135
O: 2.01297 4.67390 -1.52965
I: 4.62667 3.09996 -2.98064
C: 3.42194 0.73016 0.16127
H: 1.87946 -2.58618 0.13415
H: 0.55092 3.16203 0.19470
H: 1.76710 2.73589 1.60547
H: 0.57564 0.05556 0.56161
H: 0.29161 0.98102 2.25501
H: -1.76597 2.10065 1.61811
H: -1.39524 2.19076 -0.22695
H: 1.20974 4.10333 -1.72838
H: 2.96625 0.48814 1.21786
H: 4.48954 1.21834 0.11292
C: -3.56725 -3.17619 0.56630
C: -4.40204 -4.36313 1.01482
O: -3.75958 -5.43291 1.20565
O: -5.63614 -4.12569 1.13933
H: -2.51004 -3.44396 0.47701
H: -3.91787 -2.82267 -0.40796
H: -3.65770 -2.36300 1.29268

Results
HOMO in eV: -5.346
Gap between HOMO and LUMO in eV: 1.75



3.
This record from the OMol25 dataset describes C10H13FO3 in the gas phase at a distorted geometry. The level of theory is ωB97M-V with the def2-TZVPD basis set.

Atoms and positions in Å:
C: -1.29482 2.79993 0.74561
C: -1.94967 0.71518 -0.31144
C: -3.22868 0.08376 -0.62995
C: -3.36120 -1.28702 -0.44341
C: -2.35576 -2.14180 -0.27152
C: -1.01297 -1.48002 -0.06446
C: -0.83320 -0.09504 -0.02572
C: 1.30256 -0.94376 0.52636
C: 2.75130 -0.28112 0.23893
C: 3.01236 0.39850 -1.08907
H: -2.07273 2.73189 1.70855
H: -1.26185 3.79478 0.43118
H: -0.35620 2.52549 1.33032
H: -4.18205 0.71888 -0.69719
H: -4.36338 -1.61877 -0.44165
H: -2.36239 -3.23716 0.02251
H: -0.02922 -2.14198 -0.17859
H: 1.06693 -2.07906 0.04472
H: 1.20335 -1.10495 1.61800
H: 2.78989 0.44243 1.00937
H: 4.53791 -0.76897 0.83539
H: 3.34117 -0.21705 -2.00408
H: 2.05523 0.98649 -1.63739
O: -2.00417 2.08436 -0.34212
O: 0.56840 0.19344 -0.03306
O: 3.73347 -1.27464 0.50211
F: 4.30573 1.19619 -0.84339

Results
HOMO in eV: -8.562
Gap between HOMO and LUMO in eV: 9.21
SMILES: COc1ccccc1OC[C@@H](O)CF



4.
This record from the OMol25 dataset describes a gas-phase ion, C10H13N2 (charge +1) at a distorted geometry. The level of theory is ωB97M-V with the def2-TZVPD basis set.

Atoms and positions in Å:
N: -3.20565 1.20096 0.14794
C: 2.05146 -0.93577 -0.16488
C: -3.56372 0.06115 -0.47744
C: -1.92411 1.38213 0.43931
C: -2.61212 -0.92072 -0.71082
C: -1.32660 -0.80498 -0.35652
C: -0.94814 0.38302 0.18183
N: 1.31849 -0.46351 0.83082
C: 1.81014 -0.55380 2.14911
C: 1.69736 -0.30914 -1.49620
C: 1.17430 1.04021 -0.99889
C: 0.48650 0.71145 0.35111
H: 2.67478 -1.81773 0.04036
H: -4.51236 -0.01241 -0.90226
H: -1.56891 2.32561 0.83579
H: -3.10050 -1.78442 -0.97258
H: -0.67070 -1.54953 -0.68189
H: 1.16920 -0.03454 2.81151
H: 2.81586 -0.14162 2.18845
H: 1.77254 -1.58904 2.34448
H: 2.53258 -0.15337 -2.16063
H: 0.92736 -0.66587 -2.12407
H: 1.93889 1.84274 -0.78487
H: 0.41489 1.40219 -1.67119
H: 0.64848 1.38700 1.18155

Results
HOMO in eV: -12.902
Gap between HOMO and LUMO in eV: 7.81
SMILES: C[N+]1=CCC[C@H]1c1cccnc1
Net charge: +1



Q: Which of these has the lowest HOMO?
A: C10H13N2



Q: Which of these has the lowest gap between HOMO and LUMO?
A: C10H13F5I3NO4P2S



Q: Among the records above, which one has the highest HOMO?
A: C10H13F2NO7P2S3Sr



Please write out number 2 again, unchanged.
This record from the OMol25 dataset describes 2 unconnected molecules or ions with the total composition C10H13F5I3NO4P2S at a distorted geometry. The level of theory is ωB97M-V with the def2-TZVPD basis set.

Atoms and positions in Å:
O: 2.70322 -3.13798 0.36002
P: 4.10192 -2.13310 -0.07475
I: 5.47901 -1.78866 1.96313
N: 3.33806 -0.58172 -0.61056
C: 2.63890 -0.67616 -1.79150
I: 2.26659 -2.38766 -3.12287
S: 1.98559 1.06142 -2.04038
C: 2.40421 1.88139 -0.41016
C: 1.21755 2.30830 0.63634
C: 0.22097 1.05678 1.07127
C: -1.32628 1.47291 0.71712
C: -2.33359 0.21380 0.42018
F: -1.66842 -1.03948 -0.00244
F: -3.17413 -0.00406 1.62893
C: -3.32085 0.66563 -0.84655
F: -2.58801 0.83967 -2.12346
F: -4.32152 -0.42068 -1.02778
F: -4.02681 1.92559 -0.47851
P: 3.22359 3.51800 -0.95135
O: 2.01297 4.67390 -1.52965
I: 4.62667 3.09996 -2.98064
C: 3.42194 0.73016 0.16127
H: 1.87946 -2.58618 0.13415
H: 0.55092 3.16203 0.19470
H: 1.76710 2.73589 1.60547
H: 0.57564 0.05556 0.56161
H: 0.29161 0.98102 2.25501
H: -1.76597 2.10065 1.61811
H: -1.39524 2.19076 -0.22695
H: 1.20974 4.10333 -1.72838
H: 2.96625 0.48814 1.21786
H: 4.48954 1.21834 0.11292
C: -3.56725 -3.17619 0.56630
C: -4.40204 -4.36313 1.01482
O: -3.75958 -5.43291 1.20565
O: -5.63614 -4.12569 1.13933
H: -2.51004 -3.44396 0.47701
H: -3.91787 -2.82267 -0.40796
H: -3.65770 -2.36300 1.29268

Results
HOMO in eV: -5.346
Gap between HOMO and LUMO in eV: 1.75